Model P:
DFT (ωB97M-V/def2-TZVPD) results for a structure of composition H10LiO5.

Computed properties:
Net charge: +1
Spin multiplicity: 1
Frontier orbital gap (eV): 12.41

Last column: Mulliken charge in e.
Positions of all 16 atoms, in Å:
Li 0.14 0.01 0.04  0.920
O -1.45 1.36 0.49  -0.551
H -2.30 1.10 0.78  0.286
H -1.20 2.32 0.63  0.293
O -0.93 -0.39 -1.88  -0.607
H -1.78 0.03 -1.50  0.360
H -0.93 -0.73 -2.75  0.255
O 1.29 0.17 2.01  -0.554
H 1.57 0.74 2.75  0.291
H 1.93 -0.32 1.71  0.288
O 1.77 0.39 -1.07  -0.626
H 2.56 0.71 -0.66  0.297
H 1.65 1.13 -1.57  0.312
O -0.76 -1.86 0.47  -0.578
H -1.24 -2.06 -0.27  0.311
H -0.31 -2.61 0.81  0.304

---

Model Q:
DFT (ωB97M-V/def2-TZVPD) results for a structure of composition H10LiO5.

Computed properties:
Net charge: +1
Spin multiplicity: 1
Frontier orbital gap (eV): 11.36

Last column: Mulliken charge in e.
Positions of all 16 atoms, in Å:
Li 0.02 0.03 0.66  0.921
O 0.81 -1.80 0.59  -0.583
H 1.69 -1.41 0.87  0.372
H 1.19 -2.41 0.14  0.230
O -1.92 -0.79 1.44  -0.585
H -1.92 -1.48 0.92  0.284
H -2.01 -1.25 2.28  0.323
O -0.06 1.99 1.08  -0.649
H 0.82 2.17 1.26  0.347
H -0.72 2.42 1.55  0.289
O 1.93 1.09 -1.75  -0.609
H 2.48 0.55 -2.20  0.295
H 1.02 0.86 -1.98  0.346
O -0.83 0.12 -1.41  -0.591
H -1.75 0.50 -1.53  0.305
H -0.76 -0.60 -1.91  0.304

---

Which one sits at the bottom of the stability order? model Q does.

---

Model P:
DFT (ωB97M-V/def2-TZVPD) results for an isolated molecule of C13H19NO4S.

Computed properties:
Spin multiplicity: 1
Structure (SMILES): CCOc1ccc(S(=O)(=O)NC[C@H]2CCCO2)cc1
Frontier orbital gap (eV): 8.64

Last column: Mulliken charge in e.
Positions of all 38 atoms, in Å:
C 4.52 -0.50 0.97  -0.828
C 3.95 -1.60 1.74  -0.460
H 3.86 -2.64 1.17  0.361
H 4.72 -1.74 2.61  0.234
O 2.92 -1.20 2.23  -0.352
C 1.75 -1.33 1.72  1.252
C 1.66 -1.74 0.52  -0.011
C 0.43 -1.97 -0.39  -1.338
C -0.69 -1.54 0.30  0.461
C -0.71 -0.99 1.64  -0.679
C 0.50 -1.20 2.37  -1.522
H 0.70 -0.80 3.29  0.427
H -1.52 -0.59 2.04  0.833
S -2.42 -1.66 -0.42  1.239
O -2.53 -3.00 -0.81  -0.660
O -3.30 -0.81 0.44  -0.636
N -2.24 -0.71 -1.94  -0.253
H -1.48 -1.20 -2.42  0.229
C -2.58 0.45 -2.18  -0.899
H -3.30 0.74 -1.25  0.219
C -1.16 1.36 -1.86  0.066
C -1.55 2.80 -1.61  -0.850
H -0.72 3.37 -1.97  0.394
C -2.05 3.11 -0.18  -0.508
H -3.07 2.96 -0.50  0.277
C -1.54 1.93 0.37  -0.322
H -0.72 2.39 1.19  0.200
O -0.80 1.00 -0.54  -0.175
H -2.24 1.37 0.97  0.237
H -1.67 4.14 0.07  0.288
H -2.36 3.02 -2.58  0.230
H -0.35 1.11 -2.60  0.350
H -2.89 0.72 -3.09  0.523
H 0.37 -2.19 -1.32  0.709
H 2.52 -2.16 -0.18  0.154
H 5.45 -0.97 0.55  0.312
H 3.96 -0.38 -0.08  0.227
H 4.59 0.43 1.73  0.273

---

Model Q:
DFT (ωB97M-V/def2-TZVPD) results for an isolated molecule of C13H19NO4S.

Computed properties:
Spin multiplicity: 1
Frontier orbital gap (eV): 9.37

Last column: Mulliken charge in e.
Positions of all 38 atoms, in Å:
O -3.38 -1.77 1.32  -0.694
O 0.17 -2.70 -1.19  -0.724
O -3.61 -3.61 -0.88  -0.443
O -1.08 -1.24 2.59  -0.500
C -2.33 -2.13 0.76  0.246
C 3.29 1.08 -3.18  -0.303
C 2.04 1.71 -3.07  -0.588
C 3.47 -0.20 -2.72  -0.572
C 0.96 0.99 -2.64  -0.508
C 2.40 -0.90 -2.13  -0.140
C 1.17 -0.29 -2.10  0.381
N -2.45 -3.13 -0.32  0.006
S -0.24 -1.26 -1.37  0.322
C 0.29 2.77 3.12  -1.420
C -0.25 1.51 2.59  -0.228
C -0.41 1.75 1.04  -1.091
C -0.90 -1.83 1.26  0.008
C -1.22 0.64 0.46  -1.534
C -0.41 -0.66 0.33  -0.049
H -4.36 -3.21 -0.36  0.360
H -1.92 -1.42 2.94  0.296
H 4.09 1.60 -3.75  0.306
H 1.88 2.71 -3.48  0.376
H 4.46 -0.63 -2.86  0.376
H 0.12 1.55 -2.72  0.525
H 2.53 -1.94 -1.82  0.413
H -1.61 -3.38 -0.82  0.266
H 1.05 3.24 2.48  0.305
H 0.72 2.61 4.14  0.371
H -0.54 3.51 3.22  0.324
H -1.08 1.21 3.04  0.545
H 0.55 0.74 2.54  0.255
H -0.80 2.69 0.88  0.738
H 0.67 1.75 0.63  0.294
H -0.25 -2.78 1.16  0.356
H -1.49 0.81 -0.52  0.729
H -2.21 0.66 0.83  0.494
H 0.68 -0.43 0.60  0.502

---

Which one sits at the bottom of the stability order? model P does.

---

Model P:
DFT (ωB97M-V/def2-TZVPD) results for a cluster of 5 separate species, C3H16O5 in total.

Computed properties:
Spin multiplicity: 1
Structure (SMILES): CCCO.O.O.O.O
Frontier orbital gap (eV): 10.10

Last column: Mulliken charge in e.
Positions of all 24 atoms, in Å:
C -0.99 -0.64 0.39  -0.145
O -1.92 -1.47 0.84  -0.515
C 0.55 -1.22 0.79  0.071
C 1.10 -2.28 -0.14  -1.241
H -1.18 -0.70 -0.75  0.211
H -0.98 0.39 0.84  -0.031
H -2.21 -1.42 1.72  0.315
H 1.12 -0.30 0.67  0.202
H 0.24 -1.57 1.81  0.256
H 2.08 -2.00 -0.64  0.306
H 1.30 -3.30 0.13  0.363
H 0.38 -2.61 -0.89  0.257
H -0.16 0.32 -3.94  0.330
H 0.46 -1.00 -3.63  0.284
O 0.41 -0.14 -3.28  -0.617
H -0.24 2.41 -2.57  0.350
H -1.30 1.63 -2.07  0.295
O -1.26 2.47 -2.46  -0.654
H 1.16 2.04 1.48  0.366
H 1.78 1.78 2.77  0.287
O 2.02 1.89 1.88  -0.638
H -0.66 1.18 2.03  0.358
H -1.22 2.58 2.49  0.301
O -0.49 1.96 2.51  -0.712

---

Model Q:
DFT (ωB97M-V/def2-TZVPD) results for a cluster of 5 separate species, C3H16O5 in total.

Computed properties:
Spin multiplicity: 1
Structure (SMILES): CC(C)O.O.O.O.O
Frontier orbital gap (eV): 10.11

Last column: Mulliken charge in e.
Positions of all 24 atoms, in Å:
O -2.68 0.37 -0.46  -0.590
H -3.18 1.18 -0.34  0.286
H -2.62 0.00 0.43  0.288
O -2.83 0.24 2.85  -0.638
H -2.73 1.08 3.32  0.298
H -3.70 -0.09 3.12  0.304
O -0.85 -1.47 1.55  -0.587
H -1.19 -1.25 0.67  0.269
H -1.42 -0.98 2.17  0.384
O 1.83 -1.74 3.33  -0.648
H 1.08 -2.22 2.94  0.301
H 2.25 -1.31 2.58  0.325
C 0.69 -0.18 -2.78  -1.118
C 1.27 0.95 -1.90  0.463
C 1.67 0.49 -0.50  -1.207
O 2.52 1.38 -2.51  -0.565
H 0.78 0.21 -3.79  0.337
H -0.34 -0.43 -2.52  0.269
H 1.31 -1.06 -2.62  0.310
H 0.64 1.83 -1.82  0.268
H 0.80 0.57 0.17  0.292
H 2.42 1.13 -0.04  0.380
H 1.94 -0.56 -0.50  0.275
H 2.34 1.86 -3.32  0.305

---

Which one sits at the bottom of the stability order? model P does.

---

Model P:
DFT (ωB97M-V/def2-TZVPD) results for a cluster of 5 separate species, CH12N2O4 in total.

Computed properties:
Spin multiplicity: 1
Frontier orbital gap (eV): 5.30

Last column: Mulliken charge in e.
Positions of all 19 atoms, in Å:
N -1.68 -0.06 0.27  -0.122
C -0.86 1.06 0.25  -0.338
N -0.08 1.17 -0.90  -0.285
H -2.64 0.16 0.54  0.301
H -0.09 1.00 1.10  0.417
H -1.46 1.97 0.42  0.336
H -0.20 0.40 -1.59  0.411
H 1.25 0.13 1.46  0.445
H -1.59 -0.61 -0.65  0.292
O 1.66 1.39 0.92  -0.824
H 0.40 -1.53 -1.35  0.415
H 1.30 -1.47 -0.09  0.360
O 1.34 -1.54 -1.07  -0.700
H 0.90 1.26 -0.54  0.385
H -1.58 -1.96 -2.37  0.170
O -1.14 -1.23 -1.88  -0.955
H 2.43 1.82 1.30  0.176
H 1.22 -1.18 2.49  0.236
O 0.80 -0.79 1.72  -0.720

---

Model Q:
DFT (ωB97M-V/def2-TZVPD) results for a cluster of 5 separate species, CH12N2O4 in total.

Computed properties:
Spin multiplicity: 1
Structure (SMILES): [H]/N=C/N.O.O.O.O
Frontier orbital gap (eV): 9.44

Last column: Mulliken charge in e.
Positions of all 19 atoms, in Å:
N 1.78 -1.61 1.85  -0.391
C 0.75 -0.76 1.67  0.183
N 0.90 0.45 1.32  -0.708
H 2.71 -1.27 1.73  0.226
H 1.56 -2.55 2.12  0.199
H -0.24 -1.18 1.89  0.249
H 0.01 0.93 1.23  0.248
H 2.09 -3.58 -1.54  0.311
H 0.61 -3.01 -1.87  0.323
O 1.22 -3.35 -1.22  -0.631
H -4.39 -1.00 0.67  0.327
H -3.20 -0.19 1.18  0.312
O -4.04 -0.11 0.73  -0.645
H 1.35 6.55 -2.02  0.319
H 1.80 6.20 -0.58  0.320
O 1.99 6.05 -1.51  -0.639
H -1.13 -1.05 -1.63  0.274
H -2.25 -0.11 -1.75  0.344
O -1.50 -0.43 -2.27  -0.620

---

Model R:
DFT (ωB97M-V/def2-TZVPD) results for a cluster of 5 separate species, CH12N2O4 in total.

Computed properties:
Spin multiplicity: 1
Structure (SMILES): [H]/N=C/N.O.O.O.O
Frontier orbital gap (eV): 10.22

Last column: Mulliken charge in e.
Positions of all 19 atoms, in Å:
N 0.70 -0.71 -1.73  -0.376
C 0.41 -1.47 -0.64  0.035
N -0.75 -1.96 -0.40  -0.650
H 0.48 -0.96 -2.68  0.231
H 1.46 -0.06 -1.65  0.216
H 1.07 -1.21 0.18  0.336
H -0.64 -2.50 0.46  0.221
H -0.18 2.18 1.08  0.379
H -0.09 1.48 -0.33  0.263
O 0.32 2.12 0.26  -0.609
H 2.22 2.69 1.58  0.311
H 3.04 1.62 1.11  0.298
O 2.59 1.87 1.93  -0.628
H -1.55 -2.71 -2.00  0.390
H -2.66 -2.51 -3.02  0.313
O -1.89 -3.05 -2.85  -0.701
H -1.85 1.04 2.76  0.322
H -1.11 2.18 3.36  0.336
O -1.58 1.94 2.56  -0.685

---

Which one sits at the bottom of the stability order? model P does.

---

Model P:
DFT (ωB97M-V/def2-TZVPD) results for a cluster of 2 separate species, C5H8NOS in total.

Computed properties:
Net charge: +1
Spin multiplicity: 1
Frontier orbital gap (eV): 7.90

Last column: Mulliken charge in e.
Positions of all 16 atoms, in Å:
C 1.23 -2.70 1.48  -0.100
C -0.97 0.86 -0.25  -0.430
C -0.35 -0.06 -1.29  -0.649
C 0.01 0.41 0.82  -0.669
C 0.62 -0.58 -0.19  -0.323
N 1.16 -4.34 2.67  0.317
O 1.81 -4.13 3.57  -0.047
S 0.20 -2.43 0.25  0.113
H 1.86 -1.85 1.80  0.350
H -1.08 1.97 -0.56  0.259
H -2.05 0.80 -0.01  0.278
H -1.08 -0.69 -1.87  0.297
H 0.23 0.55 -1.93  0.256
H 0.75 1.04 1.28  0.363
H -0.65 0.03 1.71  0.243
H 1.58 -0.77 -0.41  0.741

---

Model Q:
DFT (ωB97M-V/def2-TZVPD) results for a cluster of 2 separate species, C5H8NOS in total.

Computed properties:
Net charge: +1
Spin multiplicity: 1
Frontier orbital gap (eV): 9.20

Last column: Mulliken charge in e.
Positions of all 16 atoms, in Å:
C 0.55 1.13 -1.55  -0.227
C -0.23 1.48 -2.61  -0.345
C -1.35 0.17 -0.88  0.117
C 0.12 -1.71 2.25  -0.690
C 0.55 -0.11 0.57  -0.520
N -0.12 0.39 -0.62  0.224
O -0.38 -0.86 1.26  -0.285
S -1.82 0.86 -2.38  0.000
H 1.61 1.54 -1.43  0.339
H -0.05 2.29 -3.23  0.452
H -2.07 -0.49 -0.35  0.394
H 0.91 -1.24 2.87  0.334
H 0.50 -2.69 1.71  0.297
H -0.77 -1.87 2.79  0.257
H 0.94 1.49 1.24  0.257
H 1.60 -0.38 0.37  0.396

---

Which one sits at the bottom of the stability order? model P does.